Entry from the OMol25 dataset: a molecular structure, C16H10AuN5O (ωB97M-V/def2-TZVPD).

⟨S²⟩: 2.04
Orbital gap (alpha / beta): 8.5 / 6.0 eV
HOMO energy (alpha / beta): -15.817 / -15.799 eV
LUMO level (alpha / beta): -7.301 / -9.834 eV

The geometry in ORCA input format:
```
! wB97M-V def2-TZVPD RIJCOSX def2/J DEFGRID3
* xyz 2 3
Au 0.04542 0.10168 0.83282
C 2.60118 3.60173 1.52816
C 1.49818 2.79971 1.21872
N 1.60726 1.48211 1.15343
C 2.80503 0.88844 1.39231
C 3.94973 1.61538 1.70231
C 3.81942 3.01762 1.76957
C 5.18162 0.90481 1.92416
C 5.23603 -0.44105 1.82339
C 4.06128 -1.20583 1.49600
C 4.04162 -2.60811 1.34939
C 2.87157 -3.24460 1.01855
C 1.70291 -2.49631 0.84417
N 1.71163 -1.18154 0.98600
C 2.86099 -0.53200 1.29790
H 2.47177 4.67370 1.56970
H 0.52530 3.23083 1.01990
H 4.68168 3.62739 2.00861
H 6.06964 1.47306 2.16697
H 6.16798 -0.96693 1.98217
H 4.95177 -3.17683 1.49300
H 2.82807 -4.31685 0.89232
H 0.76083 -2.96582 0.59170
N -1.86242 -0.38623 1.75582
C -2.62249 -0.59301 2.59094
C -3.58727 -0.82417 3.61918
C -4.32497 0.27307 4.07912
N -4.94287 1.18023 4.44117
C -3.73249 -2.12995 4.10364
N -3.86022 -3.21104 4.49133
O 0.50983 0.28201 -1.70011
H 0.60574 1.13664 -2.13922
H 0.04948 -0.26359 -2.35109
*
```

Atom charges from the natural (NBO) analysis, given in e for atoms 1 to 8: 1.257, -0.230, 0.091, -0.498, 0.223, -0.081, -0.055, -0.152

***

Entry from the OMol25 dataset: 2 unconnected molecules or ions with the total composition C6H7N (ωB97M-V/def2-TZVPD).

Orbital gap: 10.0 eV
HOMO energy: -9.348 eV
Structure (SMILES): N#CC1C=CC=C1.[H][H]
LUMO level: 0.651 eV

The geometry in ORCA input format:
```
! wB97M-V def2-TZVPD RIJCOSX def2/J DEFGRID3
* xyz 0 1
N 1.08364 -0.91741 2.74621
C 0.78242 -0.18798 1.90055
C 0.40566 0.74862 0.83468
C -1.09019 0.93088 0.69482
C -1.44243 0.67176 -0.57151
C -0.25305 0.27274 -1.34179
C 0.82374 0.28902 -0.54493
H 0.87786 1.71658 1.06144
H -1.72769 1.23674 1.51538
H -2.44420 0.74027 -0.98182
H -0.26390 0.00070 -2.39189
H 1.84437 0.02831 -0.79794
H 0.46118 -2.57595 -0.85105
H 0.94259 -2.95429 -1.27214
*
```

Atom charges from the natural (NBO) analysis, given in e for atoms 1 to 8: -0.318, 0.301, -0.413, -0.164, -0.216, -0.217, -0.161, 0.281

***

Entry from the OMol25 dataset: 6 unconnected molecules or ions with the total composition C18H36O18 (ωB97M-V/def2-TZVPD).

Orbital gap: 11.1 eV
HOMO energy: -10.540 eV
Structure (SMILES): COC(=O)OC.COC(=O)OC.COC(=O)OC.COC(=O)OC.COC(=O)OC.COC(=O)OC
LUMO level: 0.554 eV

The geometry in ORCA input format:
```
! wB97M-V def2-TZVPD RIJCOSX def2/J DEFGRID3
* xyz 0 1
C -0.85606 3.38689 2.32413
O -0.53890 2.24289 1.54642
C 0.51384 1.52625 1.91167
O 1.22637 1.67712 2.86311
O 0.65850 0.56989 0.98417
C 1.57726 -0.49775 1.15620
H -1.02142 3.12598 3.36720
H -1.70410 3.89631 1.87816
H -0.02511 4.09629 2.28749
H 1.34170 -1.12411 2.01268
H 2.57563 -0.06716 1.14755
H 1.59164 -1.02688 0.20403
C -1.96981 -0.07342 -5.16715
O -1.15544 0.85517 -4.48810
C -0.18778 0.33837 -3.74528
O 0.22905 -0.77967 -3.76631
O 0.34034 1.32709 -3.03340
C 1.45481 1.05321 -2.22640
H -1.37942 -0.69916 -5.84077
H -2.72960 0.46346 -5.72677
H -2.48629 -0.78111 -4.51257
H 2.40466 0.92994 -2.74661
H 1.30206 0.16818 -1.60814
H 1.57133 1.85532 -1.49840
C 0.30003 7.00972 -2.58500
O 0.21343 5.60070 -2.54794
C -0.97452 5.04846 -2.33245
O -2.02721 5.61187 -2.40473
O -0.80144 3.77392 -2.05094
C -1.97084 2.97782 -1.82018
H -0.20621 7.47601 -1.73531
H -0.07971 7.41899 -3.52187
H 1.36618 7.20121 -2.45444
H -2.35425 2.65990 -2.78132
H -2.68878 3.54274 -1.21934
H -1.66602 2.22824 -1.09157
C -2.86203 0.82711 4.38987
O -4.20651 0.67869 4.01356
C -4.54116 -0.29498 3.17184
O -3.82627 -1.18599 2.82167
O -5.81739 -0.12410 2.84917
C -6.47313 -1.25003 2.28877
H -2.62684 0.23209 5.27811
H -2.66955 1.88638 4.51653
H -2.12021 0.39922 3.70497
H -6.92771 -1.88243 3.04440
H -5.82888 -1.82759 1.62363
H -7.21184 -0.85822 1.58919
C -0.95130 -2.78804 1.42777
O -0.44502 -4.08188 1.10609
C 0.69350 -4.43459 1.72148
O 1.34322 -3.67265 2.37683
O 0.90391 -5.70376 1.43226
C 1.86327 -6.41076 2.18951
H -0.26979 -1.99254 1.11290
H -1.10917 -2.60915 2.48841
H -1.82645 -2.72748 0.79016
H 2.86798 -6.03452 1.93700
H 1.89173 -7.48007 2.02380
H 1.78289 -6.12365 3.24320
C 5.03594 -0.85257 0.93732
O 5.43148 -1.84185 0.01206
C 4.67546 -2.01142 -1.07390
O 3.68479 -1.39101 -1.36753
O 5.17833 -3.03345 -1.73624
C 4.54263 -3.52563 -2.91106
H 4.80247 0.13856 0.55141
H 5.82846 -0.77618 1.67919
H 4.16842 -1.15075 1.52640
H 5.31601 -3.60135 -3.66937
H 3.64993 -2.96654 -3.18160
H 4.20893 -4.54157 -2.68565
*
```

Atom charges from the Mulliken analysis, given in e for atoms 1 to 8: -0.756, -0.052, 0.595, -0.592, -0.113, -1.467, 0.259, 0.219

***

Entry from the OMol25 dataset: a molecular structure, C13H31EuN8O3S (ωB97M-V/def2-TZVPD).

⟨S²⟩: 12.01
Orbital gap (alpha / beta): 7.4 / 9.3 eV
HOMO energy (alpha / beta): -14.520 / -14.532 eV
LUMO level (alpha / beta): -7.125 / -5.233 eV

The geometry in ORCA input format:
```
! wB97M-V def2-TZVPD RIJCOSX def2/J DEFGRID3
* xyz 2 7
Eu -0.09603 -0.07940 -0.16538
N 0.02866 -0.78102 -2.67290
C -0.22186 -2.23407 -2.65902
C 0.85769 -2.94414 -1.86008
N 1.05923 -2.40474 -0.48473
C 0.48742 -3.33556 0.51899
C -1.02070 -3.39231 0.43355
N -1.58987 -2.03381 0.58015
C 2.50068 -2.20971 -0.18508
C 3.13568 -1.12662 -1.02806
N 2.43212 0.16144 -0.83383
H -0.74758 -0.31048 -3.13000
H 0.86942 -0.57374 -3.20467
H -0.24127 -2.66437 -3.66334
H -1.21529 -2.38529 -2.23237
H 1.79910 -2.87800 -2.40528
H 0.63446 -4.01316 -1.80488
H 0.79530 -2.97718 1.50388
H 0.91069 -4.33863 0.39547
H -1.40996 -4.07713 1.18921
H -1.34182 -3.78726 -0.52988
H -1.67397 -1.78864 1.56658
H -2.53639 -2.01327 0.21207
H 3.04884 -3.15335 -0.29278
H 2.57406 -1.94009 0.87328
H 3.09536 -1.37819 -2.08787
H 4.19520 -1.04645 -0.77803
H 2.66741 0.79003 -1.59642
H 2.78140 0.62625 0.00257
C -1.22056 5.27526 -1.88917
C -2.10009 4.08502 -1.85913
N -3.37793 4.05838 -2.04303
N -3.73026 2.74866 -1.88716
C -2.70563 1.95079 -1.61749
S -2.72188 0.27474 -1.33508
N -1.64228 2.79941 -1.60480
N -0.33439 2.37590 -1.35193
H -1.82172 6.15609 -2.09722
H -0.45186 5.19160 -2.65790
H -0.74089 5.40897 -0.91746
H -4.69413 2.46550 -1.98138
H 0.00688 2.87102 -0.52698
H 0.25093 2.62931 -2.14477
C 1.56081 0.92077 3.99342
C 0.24038 0.62832 3.31791
C -0.95353 0.83270 4.21917
O 0.23557 -0.73395 2.75460
C 0.10414 1.30336 1.95442
O -1.03030 1.29621 1.38288
O 1.12684 1.44519 1.22868
H 1.66641 0.31928 4.89733
H 1.59063 1.96637 4.30265
H 2.40218 0.73217 3.33210
H -0.86076 0.18417 5.09253
H -1.88976 0.62070 3.70906
H -0.98013 1.85690 4.59118
H 0.29331 -1.37393 3.47643
*
```

Atom charges from the natural (NBO) analysis, given in e for atoms 1 to 8: 1.676, -0.858, -0.238, -0.248, -0.494, -0.235, -0.238, -0.869

***

Calculated total energy / hartree: -1099.7394, -287.4995, -2061.7745, -2285.8683